Record 1
The following is a DFT calculation (the ωB97M-V functional and the def2-TZVPD basis) of 8 unconnected molecules or ions with the total composition H16O8.

Relative energy (zero: lowest compared OMol25 entry of this formula, charge and spin) = 292.47 kJ/mol
Total energy = -16638.9793 eV
HOMO-LUMO gap = 10.62 eV
SMILES = O.O.O.O.O.O.O.O

Geometry as XYZ:
```
24
Properties=species:S:1:pos:R:3:forces:R:3
O 0.146 -0.456 0.036 0.06 -0.24 -0.16
H -0.265 -1.055 -0.597 -0.01 0.24 0.03
H 0.673 0.138 -0.511 0.01 0.06 0.03
O -2.180 3.790 -0.080 0.20 0.01 0.01
H -1.454 4.054 -0.656 -0.11 -0.01 0.03
H -1.745 3.508 0.732 -0.08 -0.01 -0.04
O -2.954 -1.596 0.426 0.19 -0.22 0.07
H -2.146 -2.013 0.105 -0.11 0.08 0.11
H -3.015 -1.880 1.345 -0.12 0.10 -0.12
O -5.318 -1.175 -1.294 -0.09 0.02 -0.13
H -5.122 -0.723 -0.465 0.11 -0.10 -0.13
H -4.478 -1.573 -1.549 -0.13 0.09 0.21
O 4.691 1.660 -1.432 0.07 0.00 -0.31
H 5.348 2.230 -1.846 -0.04 -0.01 0.11
H 4.179 1.315 -2.173 -0.04 -0.08 0.09
O 2.277 -0.930 -2.404 -0.10 -0.08 -0.09
H 1.637 -1.549 -2.037 0.16 0.03 0.07
H 2.559 -1.345 -3.227 0.01 0.07 0.04
O 4.061 1.369 1.451 0.00 -0.18 0.22
H 3.565 0.854 0.805 0.14 0.14 0.00
H 4.983 1.180 1.244 -0.16 0.07 -0.10
O -1.554 -1.655 4.148 -0.20 -0.16 -0.10
H -2.138 -2.166 4.719 0.07 0.07 0.04
H -1.749 -1.980 3.262 0.19 0.10 0.12
```
Positions in Å, forces in eV/Å.

---

Record 2
The following is a DFT calculation (the ωB97M-V functional and the def2-TZVPD basis) of 2 unconnected molecules or ions with the total composition C2HFN2O2.

Relative energy (zero: lowest compared OMol25 entry of this formula, charge and spin) = 787.21 kJ/mol
Total energy = -11874.4799 eV
HOMO-LUMO gap (spin up / spin down) = 8.56 / 8.55 eV
SMILES = [O-][N+]#CF.C#[N+][O-]

Geometry as XYZ:
```
8
Properties=species:S:1:pos:R:3:forces:R:3
O -1.517 -1.225 -2.691 -0.28 -0.27 -0.48
N -0.873 -1.690 -1.795 0.91 0.56 1.68
C -0.312 -1.667 -0.731 -0.22 -1.05 -0.65
F 0.592 -2.376 -0.076 -0.72 -0.24 -0.66
C 0.823 0.064 0.248 -0.38 1.84 0.20
N 1.336 0.436 -0.745 0.85 -1.87 1.60
O 2.011 0.311 -1.709 0.05 1.03 -1.50
H 0.638 0.281 1.282 -0.22 -0.01 -0.20
```
Positions in Å, forces in eV/Å.

---

The highest total energy belongs to which entry?
C2HFN2O2